Model w:
The following is a DFT calculation (ωB97M-V/def2-TZVPD) of 2 unconnected molecules or ions with the total composition CH3ClO2S.

Last column: Löwdin charge in e.
Geometry (Å):
O  -1.43351  -1.31558  0.62745  -0.581
S  -2.19971  -0.35623  -0.44118  0.399
Cl  -1.92476  1.42373  0.40275  0.108
H  -0.41458  -1.24079  0.65703  0.028
C  1.45767  0.37347  -0.34487  -0.096
O  1.16150  -0.64226  0.20591  -0.008
H  1.00707  0.82798  -1.13237  0.049
H  2.34631  0.92968  0.02527  0.100

Calculated values
M   114.553 g mol⁻¹
Frontier orbital gap   0.3242 Eh
HOMO level   -8.7 eV
LUMO   0.11 eV
SMILES   OSCl.C=O
Spin multiplicity   1

Model x:
The following is a DFT calculation (ωB97M-V/def2-TZVPD) of 2 unconnected molecules or ions with the total composition CH3ClO2S.

Last column: Löwdin charge in e.
Geometry (Å):
C  0.99082  0.28099  0.00901  -0.114
O  -0.80138  -1.31205  1.21023  -0.296
O  -0.85009  -1.19958  -1.26451  -0.300
S  -0.63396  -0.57789  -0.00047  0.669
Cl  -2.57331  1.52916  0.03645  -0.167
H  1.70053  -0.40697  -0.44213  0.073
H  0.91671  1.18415  -0.58462  0.067
H  1.25069  0.50218  1.03605  0.068

Calculated values
M   114.553 g mol⁻¹
Frontier orbital gap (spin up / spin down)   0.2801 / 0.2707 Eh
HOMO level (spin up / spin down)   -10.5 / -10.5 eV
LUMO (spin up / spin down)   -2.92 / -3.09 eV
Spin multiplicity   1

Which structure is the most stable? The one labeled model w.

Model w:
The following is a DFT calculation (ωB97M-V/def2-TZVPD) of 2 unconnected molecules or ions with the total composition C3H3ClN2Si.

Last column: Löwdin charge in e.
Geometry (Å):
C  -1.01078  -1.60162  0.73020  -0.331
C  0.38356  -0.68363  -2.38265  -0.322
C  -0.01031  1.41137  0.53752  -0.209
N  -1.89884  -2.32467  0.76836  0.119
N  0.44776  -0.75763  -3.52260  -0.111
Si  0.41907  -0.43065  0.60416  0.324
Cl  1.98167  -0.98623  1.71409  0.423
H  0.21526  1.82778  -0.44149  0.033
H  -1.07059  1.56660  0.71278  0.042
H  0.54319  1.97868  1.27963  0.032

Calculated values
M   130.610 g mol⁻¹
Frontier orbital gap   0.2942 Eh
HOMO level   -10.4 eV
LUMO   -2.39 eV
Spin multiplicity   1

Model x:
The following is a DFT calculation (ωB97M-V/def2-TZVPD) of 2 unconnected molecules or ions with the total composition C3H3ClN2Si.

Last column: Löwdin charge in e.
Geometry (Å):
C  -1.19508  0.61568  -1.58513  -0.303
C  -1.07781  -2.10940  1.05479  -0.341
C  1.47931  0.35294  0.09742  -0.207
N  -1.77158  0.31547  -2.54082  0.114
N  -1.73132  -2.92321  1.54931  -0.135
Si  -0.31595  0.74460  0.06871  0.281
Cl  -1.02484  2.16431  1.19486  0.485
H  1.92007  -0.08950  -0.81898  0.076
H  1.92780  1.26246  0.12226  -0.011
H  1.78941  -0.33335  0.85758  0.042

Calculated values
M   130.610 g mol⁻¹
Frontier orbital gap (spin up / spin down)   0.2787 / 0.2786 Eh
HOMO level (spin up / spin down)   -10.0 / -10.0 eV
LUMO (spin up / spin down)   -2.43 / -2.43 eV
Spin multiplicity   1

Which structure is the most stable? The one labeled model w.

Model w:
The following is a DFT calculation (ωB97M-V/def2-TZVPD) of a single C22H26N4O3 molecule.

Last column: Löwdin charge in e.
Geometry (Å):
C  3.34113  5.73905  -6.52722  -0.086
O  2.74445  4.46519  -6.57580  -0.080
C  2.74987  3.69806  -5.45513  -0.275
C  3.30755  4.06783  -4.23548  -0.009
C  3.25378  3.20234  -3.15671  -0.007
C  2.65441  1.95715  -3.27908  -0.210
N  2.60086  1.07099  -2.18883  0.064
C  3.64884  0.60376  -1.42428  -0.324
C  5.05281  1.03022  -1.63899  -0.004
N  3.27867  -0.26237  -0.52985  0.162
C  1.92149  -0.40204  -0.67210  -0.214
C  1.02629  -1.19609  0.02986  0.041
C  -0.31190  -1.13652  -0.33104  -0.138
C  -1.36086  -1.96653  0.32899  -0.456
O  -2.39017  -2.28732  -0.23471  0.063
N  -1.07938  -2.34929  1.60108  0.059
C  -2.00529  -3.11660  2.39570  -0.157
C  -2.82546  -2.22806  3.34686  -0.181
N  -3.72516  -3.05426  4.12941  -0.175
C  -5.04429  -2.49812  4.37244  -0.162
C  -5.03546  -1.44144  5.48434  -0.193
O  -4.51219  -1.97628  6.68318  -0.136
C  -3.20495  -2.47262  6.48932  -0.197
C  -3.16809  -3.53677  5.38217  -0.160
C  -0.73701  -0.30275  -1.37729  -0.019
C  0.13687  0.49468  -2.08318  0.001
C  1.47432  0.43015  -1.72530  -0.146
C  2.09487  1.58442  -4.49988  -0.002
C  2.14017  2.44601  -5.57203  0.011
H  4.40817  5.67454  -6.29122  0.096
H  3.21873  6.15883  -7.52421  0.094
H  2.84475  6.38807  -5.79877  0.097
H  3.78125  5.02806  -4.10798  0.105
H  3.67257  3.50597  -2.20957  0.119
H  5.27036  1.93671  -1.07459  0.083
H  5.23874  1.22355  -2.69370  0.083
H  5.71320  0.24473  -1.28289  0.084
H  1.39431  -1.85300  0.80213  0.116
H  -0.28669  -1.94346  2.07079  0.127
H  -1.45407  -3.86922  2.96558  0.117
H  -2.68635  -3.61916  1.70700  0.124
H  -3.40908  -1.53456  2.73798  0.126
H  -2.13628  -1.63365  3.96755  0.116
H  -5.43514  -2.07481  3.44670  0.122
H  -5.69190  -3.32511  4.68072  0.125
H  -6.04828  -1.11033  5.71889  0.123
H  -4.43538  -0.57170  5.17114  0.123
H  -2.89749  -2.89834  7.44588  0.124
H  -2.52834  -1.63984  6.23720  0.116
H  -2.14292  -3.87165  5.22071  0.117
H  -3.77040  -4.39392  5.69820  0.126
H  -1.78832  -0.30903  -1.62115  0.115
H  -0.20492  1.13935  -2.87884  0.110
H  1.63474  0.61326  -4.60098  0.124
H  1.71256  2.17192  -6.52302  0.122

Calculated values
M   394.475 g mol⁻¹
Frontier orbital gap   0.3191 Eh
HOMO level   -8.1 eV
LUMO   0.59 eV
SMILES   COc1ccc(-n2c(C)nc3cc(C(=O)NCCN4CCOCC4)ccc32)cc1
Spin multiplicity   1

Model x:
The following is a DFT calculation (ωB97M-V/def2-TZVPD) of a single C22H26N4O3 molecule.

Last column: Löwdin charge in e.
Geometry (Å):
O  -2.24608  -0.49241  0.68202  0.109
C  -2.62529  -1.23213  -0.19128  -0.455
C  -4.04308  -1.25392  -0.75561  -0.060
C  -4.88408  -0.17156  -0.14056  -0.239
C  -5.90048  -0.47653  0.75280  -0.040
C  -6.65300  0.53107  1.33062  -0.083
C  -6.38994  1.85507  1.02660  -0.091
C  -5.37167  2.16768  0.14194  -0.078
C  -4.62446  1.15989  -0.43902  -0.041
N  -1.80640  -2.13638  -0.81660  0.144
C  -0.48778  -2.40580  -0.43230  -0.237
C  0.07568  -3.60722  -0.04448  0.001
C  1.41634  -3.29773  0.18865  -0.126
N  1.65170  -2.01810  -0.04208  0.083
N  0.49583  -1.47951  -0.42672  -0.038
C  0.41524  -0.08310  -0.79157  -0.255
C  0.59141  0.81000  0.43684  -0.101
C  0.55768  2.28321  0.00908  -0.160
N  1.50313  2.63262  -1.02940  -0.168
C  2.83325  3.00939  -0.58327  -0.108
C  3.56132  2.03230  0.28791  -0.270
C  3.74332  1.99743  1.64022  -0.023
C  4.45889  0.80774  1.91808  -0.003
C  4.66771  0.19805  0.71647  -0.246
C  5.26429  -1.12356  0.35337  -0.192
O  4.48313  -2.20310  0.80603  -0.069
O  4.13007  0.94325  -0.27604  0.062
C  1.40509  1.75034  -2.16883  -0.172
C  1.47868  0.25325  -1.83593  -0.108
H  -4.47944  -2.23583  -0.55656  0.125
H  -3.97997  -1.11862  -1.83925  0.130
H  -6.10672  -1.50872  0.99957  0.110
H  -7.44348  0.28076  2.02291  0.102
H  -6.97459  2.64171  1.48010  0.101
H  -5.15863  3.19972  -0.09497  0.103
H  -3.82833  1.40699  -1.12668  0.116
H  -2.23553  -2.83850  -1.40209  0.151
H  -0.41382  -4.55357  0.05701  0.096
H  2.20572  -3.94555  0.51387  0.108
H  -0.58018  0.08286  -1.21759  0.145
H  1.53798  0.56670  0.91881  0.106
H  -0.21917  0.61906  1.14017  0.107
H  -0.44441  2.50790  -0.37552  0.123
H  0.74019  2.92337  0.87326  0.123
H  2.73032  3.94270  -0.01964  0.129
H  3.43002  3.21091  -1.47715  0.129
H  3.40629  2.72527  2.35002  0.111
H  4.77058  0.44828  2.87678  0.113
H  6.24372  -1.24415  0.82532  0.125
H  5.38780  -1.15995  -0.73962  0.126
H  3.56518  -2.07250  0.51110  0.030
H  0.43620  1.95389  -2.64346  0.121
H  2.18973  2.00922  -2.88239  0.121
H  1.31616  -0.33143  -2.74415  0.122
H  2.45996  0.00091  -1.43942  0.096

Calculated values
M   394.475 g mol⁻¹
Frontier orbital gap   0.3112 Eh
HOMO level   -8.0 eV
LUMO   0.44 eV
SMILES   O=C(Cc1ccccc1)Nc1ccnn1C1CCN(Cc2ccc(CO)o2)CC1
Spin multiplicity   1

Which structure is the most stable? The one labeled model w.

Model w:
The following is a DFT calculation (ωB97M-V/def2-TZVPD) of a molecular structure, C4H5NS2.

Last column: Löwdin charge in e.
Geometry (Å):
C  0.75315  0.48087  1.52471  -0.559
C  0.26225  0.19202  -1.13684  -1.085
C  0.88857  1.32885  2.45305  -0.060
C  -1.27408  -1.44659  -1.17400  -0.151
N  -0.37563  -0.72346  -1.90684  -0.130
S  0.84222  1.65832  -1.29301  0.686
S  0.08023  -0.57859  0.55449  0.959
H  1.79264  1.83572  2.42018  0.042
H  0.32366  1.40249  3.38897  0.080
H  -1.24519  -2.45250  -1.22886  0.033
H  -2.02011  -0.79058  -0.78824  0.051
H  -0.02771  -0.90656  -2.81361  0.134

Calculated values
M   131.225 g mol⁻¹
Frontier orbital gap (spin up / spin down)   0.2799 / 0.2514 Eh
HOMO level (spin up / spin down)   -7.7 / -7.3 eV
LUMO (spin up / spin down)   -0.11 / -0.49 eV
Spin multiplicity   1

Model x:
The following is a DFT calculation (ωB97M-V/def2-TZVPD) of a single C4H5NS2 molecule.

Last column: Löwdin charge in e.
Geometry (Å):
S  0.02406  1.06471  2.25031  0.616
C  0.65344  2.01337  1.00514  -0.598
C  1.32275  1.74365  -0.30855  -0.109
C  1.17387  0.54815  -1.12422  -0.075
N  0.12585  -0.21028  -0.78471  -0.082
C  -0.21143  -1.33477  -1.43975  -0.691
S  -1.47354  -2.34307  -0.98152  0.582
H  0.95458  2.87583  1.44514  -0.026
H  1.83114  2.54859  -0.62634  0.034
H  1.87092  0.27232  -2.08056  0.182
H  -0.37887  0.08153  0.06204  0.057
H  0.40124  -1.67481  -2.40352  0.111

Calculated values
M   131.225 g mol⁻¹
Frontier orbital gap   0.2594 Eh
HOMO level   -8.5 eV
LUMO   -1.49 eV
SMILES   S=C/C=C\NC=S
Spin multiplicity   1

Which structure is the most stable? The one labeled model x.

Model w:
The following is a DFT calculation (ωB97M-V/def2-TZVPD) of a single C4H5NS2 molecule.

Last column: Löwdin charge in e.
Geometry (Å):
S  -3.10755  -0.07699  0.00184  0.794
C  -2.01386  0.98830  -0.01784  -0.802
C  -0.51028  0.83024  0.00255  -0.823
S  0.33408  2.20761  0.04960  0.810
C  0.11632  -0.42170  -0.15914  -0.362
C  1.37077  -0.82953  0.63353  -0.196
N  1.59013  -0.29099  -0.68012  -0.014
H  -2.07805  2.05577  -0.49753  0.065
H  -0.53586  -1.20761  -0.35106  0.085
H  1.56368  -0.16110  1.64574  0.156
H  1.57961  -1.94548  0.80405  0.120
H  1.69101  -1.14851  -1.43163  0.167

Calculated values
M   131.225 g mol⁻¹
Frontier orbital gap   0.2691 Eh
HOMO level   -8.8 eV
LUMO   -1.43 eV
SMILES   S=CC(=S)[C@@H]1CN1
Spin multiplicity   1

Model x:
The following is a DFT calculation (ωB97M-V/def2-TZVPD) of a molecular structure, C4H5NS2.

Last column: Löwdin charge in e.
Geometry (Å):
C  0.76525  0.55664  0.07965  -0.695
C  -0.64531  -0.08553  0.07551  -0.261
C  -0.48139  -1.51606  0.41312  -0.197
C  0.78894  -1.85245  0.81608  -0.375
H  0.11163  3.62672  -2.11374  0.024
H  -1.28786  0.29212  -0.63498  0.030
H  -1.18746  0.34470  0.97134  0.138
H  -1.28670  -2.30688  0.26053  0.128
H  0.80369  -2.98011  0.86931  0.087
N  0.94014  1.75935  -0.43089  -0.344
S  -0.60254  2.73249  -0.80847  0.539
S  2.08160  -0.57099  0.50255  0.926

Calculated values
M   131.225 g mol⁻¹
Frontier orbital gap   0.3114 Eh
HOMO level   -8.4 eV
LUMO   0.07 eV
Spin multiplicity   1

Model y:
The following is a DFT calculation (ωB97M-V/def2-TZVPD) of a single C4H5NS2 molecule.

Last column: Löwdin charge in e.
Geometry (Å):
C  1.46394  -1.04366  -0.68096  0.007
C  0.12630  -0.61678  -0.77454  -0.172
N  -0.39301  0.35733  0.16139  -0.258
C  -0.04441  0.05975  1.50268  -0.663
S  -0.66045  0.84680  2.77807  0.670
C  -1.12413  1.30101  -0.38754  -0.743
S  -2.04762  2.46796  0.24040  0.658
H  1.66116  -2.07074  -1.24388  0.102
H  2.20211  -0.57691  0.03867  0.083
H  -0.73510  -1.02453  -1.50520  0.167
H  0.57768  -0.95375  1.29988  0.109
H  -1.02647  1.25353  -1.42896  0.041

Calculated values
M   131.225 g mol⁻¹
Frontier orbital gap   0.2673 Eh
HOMO level   -8.0 eV
LUMO   -0.71 eV
SMILES   C=CN(C=S)C=S
Spin multiplicity   1

Which structure is the most stable? The one labeled model y.

Model w:
The following is a DFT calculation (ωB97M-V/def2-TZVPD) of a single C4H5NS2 molecule.

Last column: Löwdin charge in e.
Geometry (Å):
C  -2.54996  -0.56029  0.64901  -0.197
C  -1.29561  -0.01731  -0.06541  -1.105
S  -1.00780  1.54486  -0.24065  0.725
S  -0.00350  -1.30838  -0.18544  0.890
C  1.38125  -0.36867  -0.71033  -0.629
C  2.24738  0.23973  0.23948  -0.311
N  3.20113  0.52611  0.90687  0.141
H  -2.28560  -0.98867  1.72618  0.125
H  -3.39599  0.08108  0.83251  0.063
H  -2.72640  -1.50063  0.15840  0.044
H  1.39694  0.29542  -1.69958  0.145
H  2.08574  -1.11433  -1.22465  0.110

Calculated values
M   131.225 g mol⁻¹
Frontier orbital gap   0.3165 Eh
HOMO level   -9.1 eV
LUMO   -0.53 eV
SMILES   CC(=S)SCC#N
Spin multiplicity   1

Model x:
The following is a DFT calculation (ωB97M-V/def2-TZVPD) of 2 unconnected molecules or ions with the total composition C4H5NS2.

Last column: Löwdin charge in e.
Geometry (Å):
C  0.28818  0.02767  0.47615  -0.403
C  -0.74592  0.94881  0.20574  -0.140
C  -1.53638  0.47688  -0.92629  -1.113
C  0.43396  -1.11421  -0.51011  -0.437
H  2.61810  -0.13084  0.97817  0.305
H  1.07699  0.90071  1.99246  0.025
H  -0.78638  2.15848  0.61014  0.191
H  1.18759  -1.26235  -1.11290  -0.003
H  0.09627  -2.12480  0.04814  0.139
N  1.34259  0.23267  1.35845  0.050
S  -3.08990  0.88668  -1.42020  0.518
S  -0.88509  -0.99971  -1.69975  0.868

Calculated values
M   131.225 g mol⁻¹
Frontier orbital gap   0.2710 Eh
HOMO level   -8.0 eV
LUMO   -0.62 eV
Spin multiplicity   1

Which structure is the most stable? The one labeled model w.